(1)
The following is a DFT calculation (ωB97M-V/def2-TZVPD) of a structure of composition C37H36Cl3F5IO2PSi2V in a non-equilibrium geometry.

XYZ file:
```
88
Properties=species:S:1:pos:R:3
V -0.863 -0.429 0.050
Cl 1.143 2.979 0.443
Si 0.388 1.477 -0.733
Cl 1.912 1.258 -2.131
Cl -1.097 2.288 -1.958
O 1.018 -1.499 -0.715
P 2.061 -2.117 -1.617
C 3.720 -1.349 -1.547
C 4.370 -1.273 -0.317
C 5.675 -0.815 -0.236
C 6.349 -0.431 -1.385
C 5.700 -0.479 -2.609
C 4.392 -0.930 -2.692
C 1.570 -2.280 -3.350
C 0.308 -1.863 -3.754
C -0.101 -2.043 -5.063
C 0.758 -2.622 -5.986
C 2.027 -3.024 -5.597
C 2.429 -2.866 -4.280
C 2.475 -3.791 -1.003
C 2.587 -4.921 -1.805
C 2.875 -6.153 -1.239
C 3.066 -6.267 0.129
C 2.944 -5.148 0.938
C 2.638 -3.920 0.376
H 3.857 -1.564 0.588
H 6.171 -0.765 0.724
H 7.373 -0.086 -1.327
H 6.214 -0.163 -3.508
H 3.891 -0.927 -3.649
H -0.358 -1.390 -3.046
H -1.092 -1.731 -5.365
H 0.441 -2.753 -7.013
H 2.705 -3.461 -6.319
H 3.414 -3.194 -3.971
H 2.416 -4.854 -2.869
H 2.938 -7.029 -1.872
H 3.296 -7.229 0.569
H 3.074 -5.230 2.010
H 2.475 -3.063 1.017
C -3.513 -1.013 3.185
C -4.464 -0.087 2.416
C -5.359 0.625 3.440
C -5.387 -0.914 1.506
Si -3.480 1.142 1.311
O -2.103 0.377 0.732
C -3.039 2.842 2.008
C -3.743 3.474 3.035
C -3.488 4.795 3.375
C -2.522 5.518 2.692
C -1.816 4.910 1.664
C -2.081 3.594 1.329
C -4.521 1.533 -0.218
C -4.239 1.012 -1.478
C -5.021 1.328 -2.579
C -6.113 2.170 -2.434
C -6.415 2.694 -1.184
C -5.622 2.384 -0.091
H -4.094 -1.759 3.735
H -2.914 -0.450 3.902
H -2.837 -1.543 2.514
H -6.007 -0.112 3.926
H -6.006 1.369 2.969
H -4.765 1.104 4.219
H -5.844 -1.717 2.093
H -4.864 -1.367 0.665
H -6.187 -0.291 1.103
H -4.510 2.944 3.581
H -4.053 5.259 4.174
H -2.326 6.549 2.955
H -1.064 5.459 1.111
H -1.545 3.143 0.508
H -3.397 0.348 -1.602
H -4.778 0.912 -3.549
H -6.733 2.413 -3.287
H -7.270 3.347 -1.063
H -5.853 2.820 0.876
F -2.819 -2.228 0.246
C -1.787 -2.077 -0.667
F -2.411 -1.773 -1.871
C -1.271 -3.501 -0.826
F -0.482 -3.824 0.209
F -2.259 -4.404 -0.846
F -0.609 -3.650 -1.978
I -0.029 0.576 3.277
C -0.052 -1.001 1.847
H -0.553 -1.847 2.314
H 0.989 -1.246 1.652
```

Computed properties:
Net charge: 0
Spin multiplicity: 2
Molar mass: 979.04 g mol⁻¹
⟨S²⟩: 0.77
Lowest unoccupied orbital energy (alpha / beta): -0.02880 / -0.01171 Eh
E_HOMO (alpha / beta): -8.59 / -8.60 eV
Energy above the lowest of the compared OMol25 structures with the same formula, charge and spin: 94.3 kJ/mol
Gap between HOMO and LUMO (alpha / beta): 7.8 / 8.3 eV
Strongest force on any atom: 4.1 eV/A

---

(2)
The following is a DFT calculation (ωB97M-V/def2-TZVPD) of a cluster of 5 separate species, C37H36F6N2O19S3 in total in a non-equilibrium geometry.

XYZ file:
```
103
Properties=species:S:1:pos:R:3
O 0.693 3.813 4.137
S 1.615 3.379 3.150
O 2.946 3.711 3.438
F 1.238 4.175 1.823
N 1.457 1.746 2.810
C 0.751 1.038 3.911
C 1.111 -0.454 4.025
C 2.613 -0.798 4.045
S 3.510 -0.091 5.470
C 4.450 1.333 4.925
S 5.265 1.332 3.506
N 4.548 2.478 5.736
C 3.383 2.710 6.603
C 3.481 2.068 8.001
O 4.706 2.463 8.589
C 5.773 1.878 7.867
C 5.817 2.557 6.474
C 0.598 1.558 1.574
C 1.352 1.732 0.240
C 2.792 1.171 0.216
C 2.772 -0.337 -0.058
F 1.959 -0.987 0.792
F 2.299 -0.481 -1.335
C 4.189 -0.976 -0.055
F 4.821 -0.632 -1.167
F 4.912 -0.545 0.964
F 4.080 -2.294 0.066
H -0.325 1.086 3.679
H 0.866 1.496 4.896
H 0.679 -0.958 3.144
H 0.577 -0.875 4.885
H 2.678 -1.886 4.183
H 3.108 -0.602 3.090
H 3.290 3.796 6.751
H 2.464 2.394 6.105
H 3.459 0.967 7.972
H 2.611 2.396 8.582
H 5.686 0.784 7.759
H 6.707 2.160 8.366
H 6.016 3.620 6.675
H 6.661 2.166 5.898
H -0.250 2.246 1.691
H 0.209 0.537 1.588
H 0.768 1.185 -0.513
H 1.373 2.772 -0.096
H 3.309 1.635 -0.633
H 3.380 1.426 1.105
O -1.054 0.882 -1.366
C -1.726 0.558 -2.332
C -2.923 1.279 -2.734
C -3.633 0.870 -3.792
O -4.736 1.506 -4.194
C -3.232 -0.332 -4.590
O -3.927 -0.671 -5.531
C -2.020 -1.042 -4.202
C -1.306 -0.631 -3.147
O -0.190 -1.256 -2.767
H -3.204 2.142 -2.150
H -5.058 1.011 -4.972
H -1.731 -1.897 -4.797
H 0.141 -0.775 -1.985
O 6.041 -0.353 -6.975
C 5.716 -1.280 -6.257
C 5.523 -2.639 -6.750
C 5.149 -3.613 -5.913
O 4.964 -4.868 -6.323
C 4.914 -3.350 -4.456
O 4.557 -4.270 -3.745
C 5.130 -1.996 -3.959
C 5.507 -1.023 -4.796
O 5.717 0.228 -4.380
H 5.693 -2.816 -7.803
H 4.697 -5.370 -5.528
H 4.974 -1.824 -2.908
H 5.977 0.731 -5.176
O -6.144 -3.638 -7.080
C -6.279 -4.083 -5.957
C -5.708 -3.449 -4.773
C -5.880 -3.999 -3.567
O -5.375 -3.448 -2.458
C -6.650 -5.270 -3.383
O -6.758 -5.734 -2.263
C -7.240 -5.892 -4.562
C -7.072 -5.341 -5.770
O -7.597 -5.877 -6.873
H -5.152 -2.533 -4.917
H -5.639 -4.040 -1.726
H -7.809 -6.800 -4.415
H -7.328 -5.290 -7.606
O -4.162 2.459 -0.467
C -5.084 2.560 0.325
C -6.315 1.792 0.207
C -7.299 1.958 1.099
O -8.440 1.275 1.029
C -7.175 2.928 2.236
O -8.108 3.050 3.006
C -5.931 3.678 2.366
C -4.947 3.509 1.475
O -3.794 4.175 1.559
H -6.393 1.098 -0.618
H -8.979 1.580 1.785
H -5.845 4.362 3.199
H -3.258 3.876 0.800
```

Computed properties:
Net charge: 0
Molar mass: 1022.88 g mol⁻¹
Lowest unoccupied orbital energy: -0.06806 Eh
E_HOMO: -8.18 eV
Gap between HOMO and LUMO: 6.3 eV
Strongest force on any atom: 2.3 eV/A

---

(3)
The following is a DFT calculation (ωB97M-V/def2-TZVPD) of a structure of composition C37H37AsBiBr2N7OS3Si2 in a non-equilibrium geometry.

XYZ file:
```
91
Properties=species:S:1:pos:R:3
Bi 0.543 0.184 -0.220
N -0.960 1.724 -4.192
C -1.058 1.643 -2.820
S 0.182 2.432 -1.924
N -2.139 1.100 -2.352
N -2.227 0.994 -1.016
C -3.362 1.021 -0.428
C -4.643 1.281 -1.136
C -5.237 0.352 -1.982
C -6.383 0.683 -2.683
C -6.938 1.947 -2.561
C -6.346 2.878 -1.723
C -5.211 2.545 -1.011
C -3.382 0.959 1.031
C -4.536 0.573 1.722
C -4.519 0.581 3.104
C -3.367 0.988 3.760
C -2.274 1.346 2.981
N -2.277 1.343 1.667
H -0.019 1.833 -4.539
H -1.546 1.068 -4.686
H -4.800 -0.631 -2.088
H -6.849 -0.048 -3.332
H -7.822 2.213 -3.126
H -6.769 3.869 -1.622
H -4.733 3.267 -0.363
H -5.421 0.261 1.184
H -5.397 0.272 3.659
H -3.315 1.024 4.839
H -1.347 1.664 3.440
S 1.253 1.775 1.670
C 1.094 0.683 3.018
C 0.906 1.262 4.265
C 0.714 0.502 5.418
C 0.562 1.143 6.657
N 0.470 1.700 7.661
C 0.698 -0.906 5.302
C 0.943 -1.487 4.062
C 1.176 -0.725 2.919
S 1.649 -1.538 1.470
C 0.473 -1.700 6.440
N 0.298 -2.345 7.377
H 0.909 2.341 4.330
H 0.959 -2.565 3.983
C 0.631 -1.296 -3.620
C 0.060 -2.407 -2.800
C -0.044 -3.701 -3.338
C -0.641 -4.682 -2.598
C -1.161 -4.387 -1.321
C -1.860 -5.300 -0.521
Br -2.137 -7.104 -1.122
C -2.395 -4.934 0.694
C -2.211 -3.648 1.150
Br -2.967 -3.133 2.823
C -1.503 -2.630 0.455
O -1.371 -1.477 0.905
C -0.978 -3.054 -0.843
N -0.369 -2.129 -1.591
H 0.281 -1.384 -4.648
H 1.722 -1.330 -3.606
H 0.317 -0.339 -3.215
H 0.335 -3.903 -4.329
H -0.744 -5.685 -2.991
H -2.962 -5.643 1.284
C 5.236 -2.105 0.001
Si 4.264 -1.520 -1.548
C 3.458 -3.140 -2.210
C 5.622 -1.192 -2.896
As 2.873 0.402 -1.560
Si 4.229 1.725 -0.156
C 3.546 3.514 -0.128
C 5.960 1.969 -0.983
C 4.595 1.109 1.625
H 5.830 -2.993 -0.203
H 4.542 -2.346 0.800
H 5.901 -1.329 0.363
H 4.120 -3.989 -2.063
H 3.236 -3.081 -3.272
H 2.534 -3.355 -1.685
H 6.267 -2.048 -3.074
H 6.245 -0.354 -2.604
H 5.146 -0.918 -3.836
H 4.033 4.122 -0.885
H 3.666 4.004 0.833
H 2.484 3.506 -0.346
H 5.809 2.176 -2.040
H 6.568 1.075 -0.898
H 6.522 2.795 -0.552
H 4.034 0.203 1.829
H 4.295 1.842 2.366
H 5.647 0.887 1.782
```

Computed properties:
Net charge: -2
Molar mass: 1191.83 g mol⁻¹
Lowest unoccupied orbital energy: 0.13919 Eh
E_HOMO: -2.12 eV
Energy above the lowest of the compared OMol25 structures with the same formula, charge and spin: 35.4 kJ/mol
Gap between HOMO and LUMO: 5.9 eV
Strongest force on any atom: 1.7 eV/A